{
  "formula": "H8N2O10Zn3",
  "method": "ωB97M-V/def2-TZVPD",
  "elements": ["Zn", "Zn", "Zn", "N", "O", "O", "O", "N", "O", "O", "O", "O", "H", "H", "O", "H", "H", "O", "H", "H", "O", "H", "H"],
  "coordinates": [[-2.38440, 2.92259, -0.84362], [2.98417, 1.81701, 0.28706], [-1.90388, -1.87355, 1.88670], [-2.01826, 0.18275, -2.52911], [-1.15996, 0.26807, -3.44958], [-2.56555, 1.12937, -2.05032], [-2.24501, -0.86680, -1.91287], [-0.16743, 0.66362, 0.46092], [1.05031, 0.76775, 0.45292], [-0.70416, -0.37610, 0.83166], [-0.80343, 1.62705, 0.14194], [-1.21309, -3.24586, 0.51322], [-0.66696, -4.03022, 0.46060], [-1.67002, -3.21475, -0.32730], [2.78644, 1.74566, -1.68920], [2.88557, 0.93239, -2.18418], [2.67122, 2.42096, -2.35774], [-2.35176, -0.24932, 3.13142], [-3.13399, -0.31427, 3.67926], [-1.85210, 0.47339, 3.51123], [3.94046, 0.03248, 0.51593], [4.01330, -0.23880, 1.43099], [4.50855, -0.57335, 0.04006]],
  "forces_ev_per_a": [[0.4, -1.7, -0.5], [0.5, -1.4, -1.0], [0.8, 0.2, 0.1], [2.4, -2.5, 0.0], [-1.9, -0.9, 1.5], [-1.9, 4.9, 0.9], [1.1, -0.3, -2.1], [1.4, -1.7, 1.4], [1.7, -0.5, 0.3], [-0.2, -0.7, -0.1], [-3.4, 4.2, -1.7], [-1.0, 1.8, 0.8], [0.6, -1.0, 0.7], [-0.5, -0.2, -0.7], [-0.3, 0.3, 0.8], [0.4, -0.8, -0.2], [0.2, 0.9, -0.4], [-0.2, -1.5, -1.3], [-0.9, -0.2, 0.7], [0.8, 0.3, 0.3], [-1.1, 1.4, 0.6], [0.3, -0.4, 0.8], [0.8, -0.2, -0.9]],
  "lowdin_spin": [-0.007, 0.000, 0.000, -0.042, 0.530, 0.107, 0.417, 0.000, 0.000, 0.000, -0.003, 0.000, 0.000, 0.000, 0.000, 0.000, 0.000, 0.000, 0.000, 0.000, 0.000, 0.000, 0.000],
  "lumo_energy_ev": [-21.1, -21.1],
  "mol_weight_g_mol": 392.24,
  "homo_energy_ev": [-28.35, -28.35],
  "max_force_ev_per_a": 5.640,
  "s_squared": 0.7638,
  "spin_multiplicity": 2,
  "gap_ev": [7.3, 7.3],
  "charge": 5
}

***

{
  "formula": "H8N2P4",
  "method": "ωB97M-V/def2-TZVPD",
  "elements": ["N", "N", "P", "P", "P", "P", "H", "H", "H", "H", "H", "H", "H", "H"],
  "coordinates": [[-2.45513, -0.63690, 0.07559], [-2.28355, -1.51313, -0.91200], [2.37281, 1.99496, -0.49703], [0.37370, -1.80662, 0.32343], [0.27114, 1.29505, -0.39279], [0.58515, -0.63724, -1.44200], [-1.79961, -0.60736, 0.91090], [-3.14152, 0.09070, -0.01096], [-1.90978, -2.29805, -0.48518], [1.82614, 3.32336, -0.27909], [2.57837, 1.83111, 0.92792], [1.70672, -1.44188, 0.86262], [1.03134, -3.08559, 0.20691], [0.32694, 1.95403, -1.62610]],
  "forces_ev_per_a": [[0.7, -0.3, 1.5], [-1.5, 2.6, -0.7], [0.0, 0.5, 1.5], [2.3, -0.4, 2.2], [0.2, -0.5, -0.3], [0.0, 0.0, -1.1], [-1.2, -0.2, -1.3], [0.2, 0.2, -0.4], [1.4, -2.1, 0.9], [0.5, -0.5, -0.1], [0.2, 0.1, -0.6], [-1.1, 0.2, 0.0], [-0.6, 0.3, -0.9], [-0.9, 0.1, -0.5]],
  "nbo_charge": [-0.577, -0.417, 0.039, -0.140, -0.025, 0.051, 0.370, 0.379, 0.301, -0.003, -0.013, 0.012, 0.034, -0.011],
  "lumo_energy_ev": [-1.1, 0.5],
  "mol_weight_g_mol": 159.97,
  "homo_energy_ev": [-7.86, -7.92],
  "max_force_ev_per_a": 3.177,
  "gap_ev": [6.7, 8.4]
}

***

{
  "formula": "H8N2Si2",
  "method": "ωB97M-V/def2-TZVPD",
  "elements": ["N", "N", "Si", "Si", "H", "H", "H", "H", "H", "H", "H", "H"],
  "coordinates": [[0.37672, 0.57220, 2.14294], [-0.69314, 0.62965, 1.16229], [-0.91839, -0.44382, -0.23647], [1.01297, -0.35886, -1.37668], [0.30499, -0.23446, 2.76491], [1.12947, 0.13799, 1.49243], [-1.05968, 1.57371, 1.28590], [-1.11790, -1.74889, 0.52840], [-2.23660, 0.11193, -0.59122], [2.11104, -1.21370, -0.94343], [0.81733, -0.85605, -2.79500], [1.70785, 1.05643, -1.43469]],
  "forces_ev_per_a": [[2.3, -2.0, -2.9], [-0.6, 0.8, 1.0], [-1.1, 0.6, 3.7], [1.7, 1.1, -2.2], [-1.0, 0.1, 0.2], [-0.4, 1.4, 1.7], [-0.2, -0.7, -0.7], [0.1, 0.2, -0.9], [0.1, -0.2, -0.9], [0.1, -0.4, 0.6], [0.0, 0.3, 0.4], [-1.0, -1.1, 0.1]],
  "nbo_charge": [-0.628, -0.904, 0.819, 0.291, 0.332, 0.307, 0.387, -0.154, -0.120, -0.116, -0.118, -0.095],
  "lumo_energy_ev": 0.4,
  "mol_weight_g_mol": 92.25,
  "homo_energy_ev": -8.69,
  "max_force_ev_per_a": 4.237,
  "gap_ev": 9.1,
  "smiles": "NN[SiH2][SiH3]"
}

***

{
  "formula": "H8Na7O16S3",
  "method": "ωB97M-V/def2-TZVPD",
  "elements": ["Na", "Na", "Na", "Na", "Na", "Na", "Na", "S", "O", "O", "O", "O", "S", "O", "O", "O", "O", "S", "O", "O", "O", "O", "O", "H", "H", "O", "H", "H", "O", "H", "H", "O", "H", "H"],
  "coordinates": [[-3.38529, -0.92129, -0.35696], [2.51086, -0.22777, -1.83694], [0.17472, -1.89859, 2.66923], [2.19854, 1.75797, 1.54020], [-2.79325, 1.65166, 1.14139], [-0.38260, 1.31582, 3.76722], [0.44315, 3.19769, -0.79276], [-3.08125, -0.74443, 3.01590], [-2.07031, -1.55483, 2.41193], [-3.94414, -0.31162, 1.94176], [-3.81874, -1.43760, 4.07643], [-2.52778, 0.52598, 3.45695], [-0.05682, 0.12566, 0.31049], [0.11919, 0.37340, 1.73718], [0.37744, -1.24090, 0.10479], [-1.43920, 0.34173, -0.15711], [0.95658, 0.86804, -0.42723], [3.67887, 2.56494, -1.42627], [2.72921, 3.56661, -1.07689], [4.97393, 3.19569, -1.57930], [3.77235, 1.59894, -0.32366], [3.25632, 1.89643, -2.58992], [-1.56978, 1.23765, -2.87749], [-2.28044, 1.86432, -3.01344], [-1.59772, 1.04261, -1.94079], [2.97563, -0.92459, 0.82069], [2.74408, -0.87760, 1.74828], [2.16921, -1.20167, 0.38578], [0.34752, -3.66240, -0.71011], [0.22213, -2.77709, -0.36846], [0.69097, -3.53211, -1.59402], [-2.10731, -1.98693, -2.45248], [-1.45070, -1.29144, -2.41517], [-1.83542, -2.53440, -3.18909]],
  "forces_ev_per_a": [[-0.2, -1.0, 0.5], [0.4, 0.3, -0.1], [-1.0, -0.6, -0.3], [1.0, -0.4, -0.9], [-0.9, -0.7, 1.2], [-1.3, -0.5, 0.5], [0.7, 0.1, -1.0], [-4.2, -2.0, 3.5], [4.0, -2.3, -1.3], [-2.4, 1.0, -4.2], [1.4, 1.0, -1.3], [3.3, 3.7, 1.6], [0.3, -2.8, -1.1], [0.2, 2.1, 2.4], [-0.6, -1.3, 0.1], [0.3, 1.1, 0.2], [-0.1, 3.3, -0.8], [-1.7, -0.7, 1.1], [-2.7, 2.3, 1.5], [3.0, 0.6, 0.1], [0.9, -0.3, 0.9], [-0.5, -2.1, -2.9], [0.4, 0.2, 0.1], [-0.3, 0.2, -0.5], [0.0, -0.3, 0.4], [0.7, 0.5, 0.1], [0.3, -0.4, 0.2], [-0.7, -0.5, 0.1], [0.2, -0.6, 0.0], [-0.3, -0.1, -0.1], [0.0, -0.3, -0.2], [-0.3, 0.4, 0.7], [0.2, 0.2, -0.2], [-0.2, -0.4, -0.2]],
  "lowdin_spin": [0.000, 0.000, 0.000, -0.001, 0.000, 0.000, 0.000, 0.000, 0.000, 0.000, 0.000, 0.000, 0.000, 0.000, 0.000, 0.000, 0.001, -0.018, 0.042, 0.610, 0.285, 0.079, 0.000, 0.000, 0.000, 0.001, 0.000, 0.000, 0.000, 0.000, 0.000, 0.000, 0.000, 0.000],
  "lumo_energy_ev": [-8.5, -9.3],
  "mol_weight_g_mol": 521.18,
  "homo_energy_ev": [-13.67, -13.67],
  "max_force_ev_per_a": 5.796,
  "s_squared": 0.7593,
  "spin_multiplicity": 2,
  "gap_ev": [5.2, 4.3],
  "charge": 2
}

***

{
  "formula": "H8Na8O12S2",
  "method": "ωB97M-V/def2-TZVPD",
  "elements": ["Na", "Na", "Na", "Na", "Na", "Na", "Na", "Na", "S", "O", "O", "O", "O", "S", "O", "O", "O", "O", "O", "H", "H", "O", "H", "H", "O", "H", "H", "O", "H", "H"],
  "coordinates": [[6.11023, 20.31622, 7.74682], [6.47900, 15.19695, 5.64411], [2.54505, 19.60923, 9.14315], [2.92234, 15.35754, 7.55582], [3.21238, 19.60538, 5.20852], [3.67886, 16.50833, 10.96520], [7.53248, 16.61256, 8.66566], [5.50139, 19.21954, 10.85408], [2.71989, 18.95627, 12.78955], [3.04333, 18.88719, 11.37962], [1.28278, 18.72530, 12.95154], [3.38455, 17.84490, 13.40328], [3.23224, 20.24605, 13.31584], [4.52512, 17.78317, 7.98756], [3.38161, 17.41235, 8.82386], [4.96533, 16.62204, 7.19463], [4.15363, 18.92968, 7.20916], [5.61864, 18.13733, 8.87644], [4.61650, 14.36737, 9.21901], [5.45392, 14.83005, 9.18924], [4.65763, 13.84812, 10.02208], [7.73260, 19.81033, 10.12368], [7.64197, 20.01334, 11.05470], [8.49488, 19.23329, 10.07697], [0.48512, 18.01454, 7.74920], [0.29106, 18.61458, 8.46929], [0.48237, 17.14656, 8.15273], [4.66968, 17.33830, 4.76640], [4.16421, 16.57131, 4.49723], [4.78584, 17.22999, 5.71034]],
  "forces_ev_per_a": [[0.7, 0.7, -0.1], [0.1, -0.4, -1.1], [-1.0, 0.1, 0.8], [-0.5, -0.7, 0.2], [-0.4, 0.0, -1.0], [-0.9, 0.2, 1.1], [0.5, 0.2, 0.4], [-0.6, 0.4, 1.3], [-0.5, 2.7, 4.1], [1.8, -0.2, -6.1], [-0.1, 0.6, 0.2], [1.1, -1.8, 0.6], [-1.1, -1.6, -0.7], [-1.7, -1.8, 2.1], [-0.1, -0.8, -0.3], [0.6, -0.9, -0.2], [0.1, 2.1, -1.6], [2.5, 0.7, 0.9], [-0.4, 1.1, -0.3], [0.2, -0.3, 0.0], [-0.1, -1.0, 0.4], [-1.2, -0.5, -0.5], [0.9, 0.7, 0.7], [0.8, 0.2, 0.2], [1.3, 0.3, -0.3], [-1.0, 0.1, 0.2], [-0.6, -0.2, 0.2], [0.2, 0.4, -0.4], [-0.5, -0.1, -0.8], [-0.1, -0.1, -0.1]],
  "lowdin_spin": [0.000, 0.000, 0.000, 0.000, 0.000, -0.002, 0.000, -0.001, -0.048, -0.024, 0.469, 0.277, 0.330, 0.000, 0.000, 0.000, 0.000, 0.000, 0.000, 0.000, 0.000, 0.000, 0.000, 0.000, 0.000, 0.000, 0.000, 0.000, 0.000, 0.000],
  "lumo_energy_ev": [-17.1, -17.1],
  "mol_weight_g_mol": 448.11,
  "homo_energy_ev": [-23.21, -22.74],
  "max_force_ev_per_a": 6.365,
  "s_squared": 0.7656,
  "spin_multiplicity": 2,
  "gap_ev": [6.2, 5.7],
  "charge": 5
}

***

{
  "formula": "H8O20S4Zn",
  "method": "ωB97M-V/def2-TZVPD",
  "elements": ["Zn", "S", "O", "O", "O", "O", "S", "O", "O", "O", "O", "S", "O", "O", "O", "O", "S", "O", "O", "O", "O", "O", "H", "H", "O", "H", "H", "O", "H", "H", "O", "H", "H"],
  "coordinates": [[-0.34146, -0.64739, 0.57244], [2.64615, -1.14122, -3.78751], [4.11422, -1.05661, -3.95335], [2.13320, -2.31845, -4.54152], [2.35651, -1.23966, -2.35419], [2.03074, 0.11339, -4.21574], [0.28266, 4.84948, -0.24949], [-0.39446, 5.69488, 0.72038], [1.72005, 4.87773, -0.00130], [-0.20546, 3.48073, -0.21843], [0.09786, 5.26107, -1.64490], [3.31831, 1.14502, 4.72842], [4.22651, 2.12383, 4.07350], [4.08191, -0.04886, 5.09367], [2.57845, 1.63913, 5.88064], [2.33455, 0.68236, 3.74271], [-3.93984, -2.24129, -3.82563], [-5.07795, -1.33001, -3.83205], [-3.12610, -2.00244, -2.66248], [-4.49646, -3.57589, -3.62916], [-3.23433, -2.12645, -5.11242], [-0.11494, -4.33630, 1.85445], [-0.25685, -5.13253, 1.34248], [0.28226, -4.64275, 2.66964], [-4.58876, 3.64678, -1.27975], [-4.61643, 4.52809, -0.90722], [-3.69981, 3.33916, -1.10260], [-3.77399, -0.47026, 2.74661], [-4.38751, 0.24849, 2.89896], [-4.27431, -1.26027, 2.95104], [5.03441, -2.96407, 1.25637], [4.33279, -2.61443, 0.70708], [4.95809, -2.48127, 2.07937]],
  "forces_ev_per_a": [[0.1, 0.1, -0.1], [1.0, -1.4, -0.7], [0.6, 0.0, -0.4], [0.1, 0.7, 0.4], [-0.5, -0.4, 1.0], [-0.6, 0.8, -0.7], [1.0, 0.1, -0.1], [-1.1, 1.0, 0.5], [1.3, 0.0, 0.4], [-0.8, -1.7, 0.4], [-0.7, 1.2, -1.3], [-0.2, -0.4, -1.9], [-0.1, 0.4, 0.8], [1.7, -1.5, 1.2], [-0.1, 1.4, 1.8], [-0.9, -0.1, -1.1], [-0.6, 0.3, -1.3], [-1.7, 1.8, -0.1], [1.9, 0.7, 1.6], [-0.8, -3.0, -0.2], [0.5, -0.3, -0.2], [-0.2, 0.0, 0.1], [0.0, -0.1, -0.4], [0.2, 0.1, 0.2], [-0.7, 0.1, -0.1], [0.3, 0.1, 0.1], [0.6, -0.2, 0.0], [0.1, 0.0, 0.3], [0.0, 0.3, -0.1], [0.0, -0.3, -0.1], [0.4, -0.6, 0.1], [-0.3, 0.3, -0.3], [-0.2, 0.4, 0.2]],
  "nbo_charge": [0.162, 2.547, -1.076, -1.038, -0.887, -0.894, 2.571, -1.105, -0.968, -0.898, -0.985, 2.577, -1.059, -1.116, -1.124, -1.006, 2.596, -1.113, -0.986, -1.099, -1.094, -0.905, 0.453, 0.449, -0.956, 0.449, 0.506, -0.901, 0.452, 0.447, -0.982, 0.498, 0.484],
  "lumo_energy_ev": 8.5,
  "mol_weight_g_mol": 521.70,
  "homo_energy_ev": 6.72,
  "max_force_ev_per_a": 3.098,
  "gap_ev": 1.8,
  "charge": -6
}

***

{
  "formula": "H8O3S2",
  "method": "ωB97M-V/def2-TZVPD",
  "elements": ["S", "S", "H", "H", "H", "H", "O", "H", "H", "O", "H", "H", "O"],
  "coordinates": [[0.37025, -1.15761, -1.18706], [-0.22019, 1.66605, 0.88298], [1.02089, -1.99095, -2.01448], [-1.27997, 2.20964, 1.49830], [0.97333, 1.88571, -1.23504], [0.88650, 0.87817, -2.20870], [0.90664, 1.83097, -2.17712], [-1.65333, -1.21683, 1.28104], [-1.63150, -1.14987, -0.26753], [-2.18441, -1.32392, 0.49924], [0.36731, -0.06640, 1.41806], [1.67920, -0.69114, 1.76884], [0.76527, -0.87383, 1.74149]],
  "forces_ev_per_a": [[0.4, 0.3, 0.6], [0.0, 0.4, -0.4], [0.0, -0.1, -0.1], [-0.1, -0.1, 0.0], [0.1, 0.9, 1.1], [0.0, -0.7, -0.7], [0.0, 0.2, -0.6], [0.5, 0.0, 0.3], [0.0, -0.1, 0.3], [-1.0, -0.1, -0.2], [-0.6, 0.6, -0.3], [1.9, 0.2, 0.1], [-1.2, -1.6, 0.1]],
  "nbo_charge": [-0.087, -0.217, 0.117, 0.140, 0.458, 0.451, -0.910, 0.469, 0.466, -0.946, 0.444, 0.477, -0.861],
  "lumo_energy_ev": -5.5,
  "mol_weight_g_mol": 120.19,
  "homo_energy_ev": -9.66,
  "max_force_ev_per_a": 1.953,
  "gap_ev": 4.2
}

***

{
  "formula": "H8O4",
  "method": "ωB97M-V/def2-TZVPD",
  "elements": ["O", "H", "H", "H", "O", "H", "O", "H", "H", "O", "H", "H"],
  "coordinates": [[-3.04970, 1.40010, -3.45482], [-2.88023, 2.36577, -3.42113], [-3.97194, 1.25087, -3.23034], [10.70479, 0.63532, 3.87736], [10.39779, 0.62150, 4.79643], [9.92161, -0.29699, 4.83991], [-3.00143, -1.56443, -1.74504], [-2.85422, -2.25394, -2.30245], [-2.74999, -0.64568, -2.06192], [-4.30706, -0.11141, 0.75522], [-3.76697, -0.75868, 0.24805], [-4.44264, -0.64245, 1.69870]],
  "forces_ev_per_a": [[1.1, -0.2, -0.2], [-0.3, -0.2, 0.1], [-0.7, 0.2, 0.2], [0.0, 0.1, 0.3], [-1.3, -2.8, -0.3], [1.3, 2.6, 0.0], [-0.7, 4.2, 3.4], [0.9, -2.4, -3.0], [-0.3, -1.6, -0.3], [-0.1, -2.6, 3.6], [-0.4, 0.5, 0.0], [0.5, 2.1, -3.7]],
  "lowdin_spin": [0.353, 0.124, 0.116, 0.000, 0.000, 0.000, 0.162, 0.033, 0.053, 0.117, 0.019, 0.022],
  "lumo_energy_ev": [1.9, 1.9],
  "mol_weight_g_mol": 72.06,
  "homo_energy_ev": [1.15, -6.72],
  "max_force_ev_per_a": 5.462,
  "s_squared": 0.7504,
  "spin_multiplicity": 2,
  "gap_ev": [0.8, 8.7],
  "charge": -1
}